(1)
Here is a molecular structure, C27H28ClLaNO3P2 at a distorted geometry from OMol25. Energies are from the ωB97M-V functional and the def2-TZVPD basis.

Last column: Löwdin charge in e.
Cartesian coordinates (Å):
C  -1.698  2.929  -3.701  -0.048
C  -1.344  1.747  -3.043  -0.224
C  0.051  1.456  -2.931  -0.248
C  1.034  2.372  -3.342  -0.159
C  0.642  3.554  -3.964  -0.026
C  -0.714  3.812  -4.173  -0.070
C  2.468  2.053  -2.997  -0.072
C  2.733  0.571  -3.082  -0.165
C  1.701  -0.290  -2.682  -0.249
C  1.916  -1.689  -2.514  -0.219
C  3.172  -2.191  -2.868  -0.040
C  4.186  -1.338  -3.332  -0.065
C  3.981  0.040  -3.399  -0.017
H  -2.756  3.179  -3.830  0.116
H  1.407  4.267  -4.285  0.122
H  -1.014  4.719  -4.699  0.108
H  3.158  2.602  -3.649  0.129
H  3.374  -3.261  -2.757  0.114
H  5.155  -1.750  -3.616  0.108
H  4.786  0.720  -3.691  0.123
N  0.483  0.283  -2.292  -0.186
La  0.475  0.657  0.016  1.689
C  -2.376  0.801  -2.432  -0.287
H  -2.192  -0.229  -2.792  0.088
H  -3.391  1.120  -2.718  0.093
C  0.787  -2.546  -1.966  -0.274
H  -0.119  -2.408  -2.590  0.092
H  1.100  -3.603  -1.947  0.094
P  -2.393  0.660  -0.558  0.720
P  0.165  -2.187  -0.224  0.734
C  1.394  -3.082  0.769  -0.260
H  1.079  -3.051  1.823  0.046
H  1.447  -4.123  0.420  0.060
H  2.373  -2.590  0.666  0.057
C  -1.281  -3.283  -0.134  -0.259
H  -0.965  -4.331  -0.227  0.063
H  -1.779  -3.135  0.834  0.044
H  -1.988  -3.030  -0.938  0.043
C  -2.839  2.377  -0.104  -0.274
H  -3.728  2.701  -0.662  0.060
H  -3.042  2.422  0.977  0.048
H  -2.009  3.065  -0.330  0.042
C  -3.850  -0.328  -0.121  -0.267
H  -3.839  -0.492  0.970  0.045
H  -4.793  0.173  -0.388  0.060
H  -3.810  -1.316  -0.608  0.043
C  -0.781  -0.464  2.311  -0.064
O  -0.797  -0.503  3.461  0.112
H  2.684  2.382  -1.946  0.128
Cl  1.284  1.827  6.708  0.722
C  1.888  1.575  5.126  -0.671
C  3.117  0.922  4.938  -0.058
C  3.605  0.758  3.639  0.006
C  2.915  1.268  2.537  -0.146
C  1.673  1.905  2.731  -0.110
C  1.148  2.037  4.022  -0.114
C  3.540  1.024  1.180  -0.554
O  4.751  0.933  1.084  0.108
O  2.677  0.885  0.170  -0.327
H  3.678  0.547  5.790  0.118
H  4.535  0.215  3.477  0.132
H  1.130  2.385  1.893  0.075
H  0.184  2.518  4.185  0.112

Total energy = -2500.51900 Ha
Total charge = +1
Frontier orbital gap = 5.878 eV
LUMO level = -3.936 eV
Largest force on an atom = 4.2 eV/A
2S+1 = 1
HOMO level = -9.8 eV

---

(2)
Here is a molecular structure, C27H28F12N7O2PtS at a distorted geometry from OMol25. Energies are from the ωB97M-V functional and the def2-TZVPD basis.

Last column: Löwdin charge in e.
Cartesian coordinates (Å):
Pt  0.738  0.969  0.723  1.003
C  -5.815  -0.488  -1.292  -0.066
C  -4.393  -0.550  -0.821  -0.289
C  -4.011  -1.333  0.262  -0.056
C  -2.702  -1.376  0.666  -0.013
C  -1.681  -0.653  0.002  -0.246
N  -0.415  -0.751  0.477  -0.073
C  0.007  -1.932  1.028  -0.250
C  -0.194  -3.113  0.286  -0.017
C  0.308  -4.326  0.693  -0.051
C  1.079  -4.418  1.845  -0.279
C  1.733  -5.695  2.281  -0.062
C  1.254  -3.271  2.605  0.000
C  0.696  -2.050  2.251  -0.069
C  0.815  -0.869  3.222  -0.407
O  0.259  0.294  2.874  -0.176
C  2.335  -0.658  3.525  -0.557
F  2.600  0.557  3.991  0.156
F  2.874  -1.513  4.430  0.123
F  3.067  -0.835  2.411  0.093
C  0.103  -1.273  4.555  -0.538
F  0.432  -2.462  5.114  0.122
F  0.300  -0.371  5.525  0.154
F  -1.222  -1.351  4.362  0.146
C  -2.079  0.151  -1.094  -0.075
C  -3.412  0.188  -1.466  -0.011
C  -1.073  0.902  -1.964  -0.392
O  0.190  1.021  -1.571  -0.180
C  -1.017  0.140  -3.332  -0.533
F  -0.200  0.763  -4.205  0.138
F  -2.175  -0.041  -3.997  0.135
F  -0.508  -1.090  -3.166  0.147
C  -1.613  2.344  -2.285  -0.526
F  -2.229  2.910  -1.230  0.133
F  -0.615  3.166  -2.623  0.145
F  -2.503  2.446  -3.303  0.121
H  -6.389  -1.321  -0.892  0.068
H  -5.857  -0.524  -2.380  0.074
H  -6.289  0.441  -0.973  0.071
H  -4.752  -1.919  0.787  0.104
H  -2.420  -1.969  1.524  0.117
H  -0.756  -3.025  -0.632  0.117
H  0.113  -5.209  0.100  0.103
H  1.237  -6.562  1.850  0.068
H  1.710  -5.775  3.366  0.073
H  2.779  -5.706  1.966  0.077
H  1.833  -3.360  3.509  0.115
H  -3.721  0.784  -2.310  0.115
C  4.019  -1.054  -3.222  -0.082
C  2.709  -1.103  -2.434  -0.232
N  2.832  -0.365  -1.202  -0.018
C  2.845  0.974  -1.081  -0.856
S  3.280  1.616  0.422  0.660
N  2.722  1.739  -2.179  0.002
C  2.576  3.179  -2.041  -0.281
C  3.939  3.860  -1.985  -0.107
H  3.928  -1.634  -4.137  0.066
H  4.831  -1.459  -2.623  0.071
H  4.261  -0.024  -3.474  0.061
H  2.452  -2.133  -2.183  0.122
H  1.896  -0.695  -3.038  0.090
H  2.919  -0.874  -0.333  0.113
H  2.118  1.340  -2.886  0.115
H  2.011  3.402  -1.127  0.079
H  2.006  3.534  -2.899  0.111
H  4.455  3.556  -1.078  0.026
H  3.811  4.940  -1.980  0.066
H  4.542  3.586  -2.849  0.066
N  -2.686  2.546  1.719  0.215
C  -2.460  3.863  1.607  -0.509
N  -3.511  4.728  1.673  0.154
N  -1.268  4.382  1.518  0.118
C  -0.224  3.627  1.450  -0.329
N  0.778  3.043  1.358  0.017
H  -3.607  2.145  1.746  0.116
H  -1.896  1.910  1.720  0.091
H  -4.423  4.403  1.406  0.098
H  -3.282  5.680  1.437  0.103

Total energy = -3295.48064 Ha
Total charge = -1
Frontier orbital gap (alpha / beta) = 6.189 / 6.190 eV
LUMO level (alpha / beta) = 2.240 / 2.240 eV
Largest force on an atom = 4.8 eV/A
2S+1 = 1
ΔE to the lowest compared entry with this formula, charge and spin = 2.433 eV
HOMO level (alpha / beta) = -3.9 / -3.9 eV

---

(3)
Here is C27H28O5 in the gas phase at a distorted geometry from OMol25. Energies are from the ωB97M-V functional and the def2-TZVPD basis.

Last column: Löwdin charge in e.
Cartesian coordinates (Å):
C  1.187  3.721  4.242  -0.083
C  0.503  2.476  3.716  -0.195
O  0.027  2.757  2.331  -0.018
C  -0.767  1.726  1.904  -0.452
O  -0.933  0.709  2.590  0.094
C  -1.327  1.858  0.519  -0.019
C  -2.876  2.047  0.563  -0.334
O  -3.753  1.737  1.478  0.046
O  -3.204  2.577  -0.646  -0.044
C  -4.646  2.631  -0.919  -0.207
C  -4.846  3.766  -1.887  -0.078
C  -0.808  0.468  -0.550  -0.102
C  -1.903  -0.491  -0.554  -0.208
C  -2.984  -0.392  -1.476  -0.030
C  -3.999  -1.350  -1.522  -0.046
C  -3.923  -2.497  -0.725  -0.276
C  -4.916  -3.610  -0.931  -0.062
C  -2.879  -2.606  0.221  -0.022
C  -1.942  -1.571  0.367  -0.021
C  0.574  0.085  -0.221  -0.172
C  1.076  -1.257  -0.267  -0.006
C  2.404  -1.584  -0.010  -0.001
C  3.311  -0.534  0.222  -0.221
O  4.687  -0.728  0.200  -0.003
C  5.337  -1.682  -0.623  -0.222
C  6.304  -1.191  -1.510  -0.005
C  7.061  -2.082  -2.268  -0.084
C  6.902  -3.465  -2.113  -0.092
C  5.919  -3.949  -1.235  -0.078
C  5.150  -3.060  -0.480  -0.031
C  2.855  0.803  0.416  0.015
C  1.522  1.094  0.143  -0.028
H  1.454  3.610  5.300  0.078
H  2.148  3.931  3.725  0.083
H  0.528  4.582  4.183  0.073
H  -0.383  2.240  4.355  0.134
H  1.184  1.607  3.679  0.128
H  -0.924  2.676  -0.104  0.135
H  -4.927  1.642  -1.337  0.119
H  -5.228  2.822  0.008  0.128
H  -5.858  3.792  -2.296  0.079
H  -4.686  4.712  -1.354  0.083
H  -4.138  3.715  -2.724  0.080
H  -0.873  1.317  -1.316  0.158
H  -2.967  0.399  -2.228  0.115
H  -4.827  -1.251  -2.228  0.114
H  -4.574  -4.556  -0.480  0.079
H  -5.873  -3.384  -0.452  0.080
H  -5.134  -3.733  -2.000  0.079
H  -2.774  -3.522  0.832  0.117
H  -1.229  -1.564  1.211  0.122
H  0.394  -2.069  -0.525  0.111
H  2.728  -2.632  -0.108  0.099
H  6.520  -0.130  -1.546  0.117
H  7.814  -1.738  -2.967  0.101
H  7.513  -4.188  -2.681  0.107
H  5.759  -5.022  -1.102  0.106
H  4.446  -3.418  0.278  0.111
H  3.569  1.606  0.724  0.133
H  1.224  2.150  0.178  0.116

Total energy = -1421.79759 Ha
Total charge = 0
Frontier orbital gap = 8.693 eV
LUMO level = 0.539 eV
Largest force on an atom = 6.7 eV/A
2S+1 = 1
SMILES string = CCOC(=O)C(C(=O)OCC)[C@H](c1ccc(C)cc1)c1ccc(Oc2ccccc2)cc1
ΔE to the lowest compared entry with this formula, charge and spin = 0.000 eV
HOMO level = -8.2 eV

---

(4)
Here is a molecular structure, C27H29BrGaN3Sb2Se from OMol25. Energies are from the ωB97M-V functional and the def2-TZVPD basis.

Last column: Löwdin charge in e.
Cartesian coordinates (Å):
Ga  -0.466  0.735  -0.150  0.505
Br  0.795  3.327  -1.001  0.896
C  -0.810  4.200  -0.472  -0.555
C  -0.799  5.561  -0.543  -0.101
C  -1.972  6.279  -0.245  -0.037
C  -3.105  5.597  0.079  -0.003
C  -3.120  4.182  0.143  -0.144
C  -4.332  3.517  0.446  0.007
C  -4.376  2.158  0.500  -0.044
C  -3.196  1.420  0.292  -0.109
C  -1.981  2.000  0.005  -0.194
C  -1.939  3.425  -0.108  -0.212
H  0.099  6.083  -0.839  0.111
H  -1.965  7.358  -0.296  0.123
H  -4.025  6.126  0.288  0.128
H  -5.219  4.111  0.624  0.130
H  -5.298  1.637  0.719  0.118
H  -3.304  0.346  0.386  0.086
C  2.876  1.379  1.548  -0.268
Sb  2.129  0.233  -0.069  1.377
C  3.063  1.041  -1.788  -0.286
C  3.385  -1.516  0.251  -0.253
C  3.779  -2.376  -0.910  -0.272
C  4.629  -1.823  -1.873  -0.067
C  5.090  -2.558  -2.948  -0.057
C  4.723  -3.892  -3.061  -0.049
C  3.929  -4.467  -2.086  -0.044
C  3.451  -3.739  -0.995  -0.293
C  2.650  -4.456  0.043  -0.340
Sb  0.541  -4.321  -0.370  1.345
C  0.561  -5.567  -2.105  -0.319
C  -0.083  -5.842  1.000  -0.327
H  3.962  1.354  1.479  0.032
H  2.566  0.934  2.491  0.028
H  2.527  2.406  1.494  0.006
H  4.116  1.157  -1.535  0.032
H  2.650  2.004  -2.067  -0.058
H  2.965  0.344  -2.617  0.030
H  2.990  -2.055  1.107  0.054
H  4.255  -0.948  0.591  0.075
H  4.968  -0.801  -1.756  0.096
H  5.752  -2.105  -3.673  0.115
H  5.086  -4.491  -3.884  0.117
H  3.696  -5.524  -2.147  0.119
H  2.833  -4.084  1.050  0.054
H  2.892  -5.519  0.041  0.073
H  1.006  -6.531  -1.859  0.020
H  1.139  -5.095  -2.898  0.001
H  -0.456  -5.731  -2.459  0.004
H  0.602  -6.685  0.931  0.015
H  -1.085  -6.184  0.742  0.005
H  -0.089  -5.470  2.023  0.002
Se  -1.977  -1.530  -3.027  1.285
N  -2.848  -2.741  -2.090  -0.170
C  -2.595  -2.543  -0.808  -0.406
C  -3.078  -3.263  0.329  0.045
C  -2.676  -2.837  1.560  -0.006
C  -1.819  -1.704  1.717  -0.041
N  -1.358  -1.022  0.700  0.030
C  -1.726  -1.453  -0.544  -0.566
N  -1.297  -0.744  -1.569  -0.256
H  -3.742  -4.108  0.200  0.143
H  -3.014  -3.338  2.456  0.128
H  -1.550  -1.366  2.711  0.144

Total energy = -8590.67426 Ha
Total charge = +2
Frontier orbital gap = 5.598 eV
LUMO level = -7.593 eV
Largest force on an atom = 0.7 eV/A
2S+1 = 1
ΔE to the lowest compared entry with this formula, charge and spin = 1.444 eV
HOMO level = -13.2 eV